The following is a DFT calculation (ωB97M-V/def2-TZVPD) of 2 unconnected molecules or ions with the total composition C5H10O.

Results
SMILES: C=CCC(=C)O.[H][H]
HOMO-LUMO gap: 9.76 eV
Molecular weight: 86.13 u
Spin multiplicity: 1
Largest force on an atom: 0.00927 Eh/bohr
HOMO level: -8.8 eV

Each line ends with the Löwdin charge.
Atoms and positions in Å:
C -1.31199 -1.39791 -0.56779  -0.066
C -0.36591 -0.70728 -1.19456  -0.191
C -0.21810 0.79246 -1.12512  -0.140
C 0.79037 0.95658 -0.01764  -0.441
C 0.47253 1.12390 1.26694  -0.019
O 2.05402 0.70561 -0.46854  0.037
H -2.15047 -0.91037 -0.07313  0.065
H -1.25717 -2.47972 -0.47584  0.059
H 0.49182 -1.22618 -1.61766  0.108
H 0.16165 1.21483 -2.06256  0.118
H -1.16077 1.28669 -0.86821  0.120
H -0.55667 1.29032 1.56338  0.066
H 1.21306 1.05497 2.06003  0.068
H 2.62386 0.54215 0.29441  0.111
H -0.58755 -1.40508 1.49453  0.055
H -0.19866 -0.84097 1.79178  0.050